Record 1
20
Properties=species:S:1:pos:R:3:nbo_charge:R:1 method="wB97M-V/def2-TZVPD" smiles="CC(C)NC(=O)CN" spin_multiplicity=1 homo_energy_ev=-9.01 orbital_gap_ev=9.86
C -2.33 -0.43 -0.19 -0.626
H 2.32 -0.01 -0.91 0.179
H 0.73 -1.37 0.32 0.379
H 2.58 0.66 0.69 0.205
C -1.14 -2.69 -0.08 -0.643
H -2.28 0.54 0.31 0.248
H 2.74 2.68 -0.19 0.365
H -3.28 -0.96 -0.11 0.210
H 1.41 2.57 -1.20 0.387
H -2.08 -0.27 -1.23 0.209
C -1.28 -1.29 0.51 -0.027
H -1.48 -1.38 1.57 0.191
O -0.16 1.65 0.36 -0.635
C 0.49 0.64 0.21 0.668
N 0.06 -0.62 0.45 -0.626
N 2.21 2.10 -0.82 -0.842
C 2.02 0.80 -0.24 -0.301
H -1.98 -3.10 -0.61 0.232
H -0.70 -3.32 0.72 0.215
H -0.28 -2.87 -0.76 0.212

=====

Record 2
13
Properties=species:S:1:pos:R:3:mulliken_spin:R:1 method="wB97M-V/def2-TZVPD" spin_multiplicity=4 homo_energy_ev="-17.78 / -17.83" orbital_gap_ev="8.89 / 8.79" total_charge=+2
C -0.01 0.23 -1.31 -0.031
H -1.82 -0.54 -0.36 0.000
O 0.21 1.15 1.48 0.001
C 0.98 -0.87 -1.05 -0.057
H -1.75 1.21 -0.41 0.000
V 2.47 -2.03 -0.30 3.101
Li 1.21 1.34 3.06 0.001
H -0.32 -0.65 1.85 0.003
H -0.40 0.03 -2.32 -0.001
H 0.57 1.17 -1.37 -0.005
C -0.60 0.31 1.12 0.004
O 0.59 -1.65 -0.11 -0.006
C -1.12 0.31 -0.28 -0.008

=====

no.,largest force on an atom (hartree/bohr),E (eV)
1,0.0433,-10407.045
2,0.0990,-34196.904